No. 1
Density functional theory data (the ωB97M-V functional and the def2-TZVPD basis) for the molecule C12H23NO3S3.

XYZ file:
```
42
Properties=species:S:1:pos:R:3:forces:R:3
C 3.214091 0.519611 2.084018 0.0397 0.2702 -0.1037
C 3.849671 0.312325 0.719373 0.6056 -0.5333 0.5357
N 3.389239 -0.875207 -0.077501 -1.1883 0.9576 -0.1684
C 3.156403 -0.471373 -1.481699 0.8150 -0.0027 -0.0414
C 4.486618 -0.024542 -2.120216 -0.2478 -0.2883 0.2212
C 2.323327 -1.576866 0.498772 -0.0961 -0.4451 0.1193
S 2.554291 -2.719571 1.632027 0.1998 -0.1233 0.1088
S 0.687591 -1.115160 -0.013344 0.4150 0.0347 -0.5152
C -0.288543 -2.598463 0.259711 -0.2937 -0.0558 0.2500
C -1.779956 -2.297270 0.138915 -0.1385 -0.0479 -0.0817
C -2.291571 -1.092083 0.946056 0.1595 -0.1888 -0.3908
C -2.415885 0.170074 0.083146 -0.0129 0.0210 0.0122
C -3.847303 0.409862 -0.411536 0.2559 0.1238 0.1020
C -3.985828 1.683133 -1.244239 -0.3557 -0.2501 -0.0309
C -3.392428 2.921824 -0.607599 0.0102 0.3404 -0.3241
O -2.029952 2.716840 -0.144409 -0.0844 -0.0783 -0.0021
S -1.942298 1.623138 1.002797 -0.1447 -0.1591 0.5971
O -2.972595 1.874590 1.969686 -0.1323 0.0272 -0.1087
O -0.596082 1.572707 1.461253 0.2398 0.0817 -0.4165
H 2.155238 0.764066 2.008431 -0.0953 -0.1345 0.0500
H 3.711399 1.376672 2.538992 0.0003 0.0596 0.0140
H 3.360099 -0.327322 2.746222 -0.0580 -0.0890 0.0062
H 3.698428 1.215555 0.129113 -0.1133 -0.0343 -0.1741
H 4.922784 0.195965 0.873095 0.0874 0.0993 -0.1292
H 2.427170 0.338037 -1.538488 -0.1830 -0.0229 -0.1259
H 2.799521 -1.339347 -2.027269 -0.2763 -0.0270 0.0846
H 4.545542 1.055069 -2.224405 0.1205 0.0565 -0.0027
H 5.306560 -0.380073 -1.500109 0.1378 0.0779 -0.0253
H 4.606198 -0.487007 -3.096834 -0.0167 0.1274 -0.1312
H -0.086631 -2.994407 1.250829 0.1789 0.0828 0.0690
H -0.007266 -3.346911 -0.478489 0.1156 -0.0615 0.0244
H -2.054349 -2.193767 -0.913966 -0.0575 0.0760 -0.0385
H -2.297601 -3.186630 0.498089 -0.0046 -0.1053 -0.0616
H -3.281716 -1.349572 1.313672 -0.0195 0.1746 0.3321
H -1.611978 -0.913472 1.778606 -0.1272 -0.0292 0.1986
H -1.736396 0.102846 -0.769034 0.1325 0.1983 0.0440
H -4.488877 0.473943 0.466953 -0.0735 -0.0825 0.0146
H -4.139654 -0.463349 -0.995027 -0.1324 -0.0167 -0.0322
H -5.050739 1.887444 -1.374746 -0.0290 0.0178 -0.1043
H -3.584108 1.527507 -2.245972 0.2237 0.0344 0.0176
H -3.986989 3.301365 0.218973 -0.0161 -0.1556 0.1627
H -3.325424 3.709821 -1.353848 0.1595 0.0700 0.0445
```
Forces are in eV/Å.

Properties
* lowest unoccupied orbital energy: 0.23 eV
* net charge: 0
* electronic energy: -52954.524 eV
* frontier orbital gap: 8.56 eV

No. 2
Density functional theory data (the ωB97M-V functional and the def2-TZVPD basis) for a structure of composition C26H30N5O2STi.

XYZ file:
```
65
Properties=species:S:1:pos:R:3:forces:R:3
Ti -0.683014 -0.006829 0.056693 -0.1593 0.1945 -0.4827
C -1.000522 -3.087683 0.965090 0.0609 0.0025 -0.0046
N -1.813999 -1.842499 1.017206 -0.1054 -0.1445 0.0740
C -2.190235 -1.725191 2.462325 -0.0045 0.0265 0.0064
C -2.414567 -0.327257 3.006742 0.0078 0.0013 0.0019
C -1.111555 0.448508 3.185277 -0.0428 -0.0197 -0.0275
N -0.672024 1.073611 1.937023 0.1215 0.1508 0.0720
C -0.313368 2.300115 1.997890 -0.0692 -0.0301 0.0644
C 0.117855 3.153287 0.909166 0.0498 0.0450 -0.0054
C 0.291478 4.516303 1.168121 0.0033 0.0016 0.0025
C 0.702388 5.381230 0.174304 -0.0048 0.0009 0.0156
C 0.962586 4.883098 -1.097998 -0.0082 -0.0214 -0.0119
C 0.812864 3.535246 -1.378710 -0.0180 -0.0082 -0.0346
C 0.387695 2.673299 -0.379245 -0.0298 0.0199 0.0164
O 0.240266 1.365010 -0.636000 0.0558 -0.0550 0.1252
C -3.063237 -2.100913 0.232024 -0.0325 0.0237 0.0103
C -2.998781 -1.898336 -1.290621 0.0491 -0.0155 0.0151
C -1.694567 -2.170300 -2.028065 0.0263 -0.0306 -0.0094
N -0.530949 -1.475724 -1.435507 0.0472 -0.1815 -0.0356
C 0.631587 -1.831880 -1.853047 0.0087 0.0791 -0.0344
C 1.892720 -1.479006 -1.250240 -0.0023 -0.0400 0.0805
C 3.082127 -1.736236 -1.953154 -0.0614 0.0024 -0.0069
C 4.305774 -1.541326 -1.362223 0.0179 0.0038 0.0129
C 4.358745 -1.125317 -0.028318 0.0132 -0.0018 -0.0179
C 3.209526 -0.895995 0.696210 -0.0816 0.0432 0.0387
C 1.956502 -1.051918 0.095861 0.0371 -0.0046 -0.2253
O 0.846934 -0.845193 0.795314 0.0347 -0.0666 0.2608
H -1.535794 -3.884098 1.490400 0.0080 0.0000 -0.0074
H -0.039833 -2.916162 1.442758 -0.0141 -0.0146 -0.0151
H -0.834452 -3.413249 -0.054376 -0.0020 0.0128 -0.0043
H -1.376690 -2.169653 3.037713 -0.0141 0.0011 0.0078
H -3.070863 -2.353809 2.629114 0.0038 0.0232 0.0034
H -2.868385 -0.444297 3.992974 0.0071 -0.0059 -0.0007
H -3.126223 0.246320 2.408971 0.0000 -0.0142 0.0168
H -0.322881 -0.229815 3.523928 -0.0051 -0.0013 -0.0095
H -1.235432 1.223207 3.944983 0.0086 -0.0170 -0.0035
H -0.349283 2.790789 2.972866 -0.0192 0.0106 -0.0240
H 0.090765 4.889766 2.164811 -0.0003 0.0059 0.0070
H 0.824741 6.433969 0.384137 0.0033 0.0068 0.0025
H 1.291538 5.553567 -1.880584 0.0018 0.0069 -0.0112
H 1.014559 3.134956 -2.362717 0.0171 -0.0049 -0.0101
H -3.826791 -1.422497 0.611595 -0.0089 -0.0083 -0.0173
H -3.382111 -3.121853 0.470153 0.0064 0.0106 0.0021
H -3.299665 -0.881778 -1.520169 -0.0111 0.0493 0.0109
H -3.754932 -2.551904 -1.730665 0.0046 0.0208 -0.0074
H -1.806998 -1.827550 -3.057502 -0.0332 0.0170 -0.0061
H -1.473801 -3.240556 -2.057197 -0.0012 0.0214 -0.0097
H 0.679382 -2.510262 -2.708972 0.0285 0.0107 0.0093
H 3.018313 -2.087703 -2.976153 0.0045 -0.0081 -0.0055
H 5.216698 -1.724290 -1.913100 0.0122 -0.0029 -0.0053
H 5.319657 -0.987792 0.449633 0.0115 0.0036 0.0021
H 3.248012 -0.582533 1.730555 0.0042 -0.0064 0.0107
C -3.757241 4.576612 -3.671985 0.0036 -0.0040 -0.0093
C -3.071897 3.303808 -3.290131 -0.0284 0.0166 -0.0018
C -2.269783 2.593090 -4.180934 0.0101 -0.0041 -0.0169
C -1.695617 1.428673 -3.718026 0.0400 -0.0248 -0.0308
N -1.886226 0.980095 -2.478411 -0.0268 -0.0147 0.0207
C -2.646807 1.748554 -1.690765 0.0217 -0.0468 0.0711
S -2.828370 1.209548 -0.030187 0.0456 -0.0281 0.1650
N -3.248385 2.878146 -2.039526 0.0074 0.0027 -0.0218
H -3.693941 4.764242 -4.741561 0.0006 0.0026 -0.0045
H -3.297962 5.410816 -3.139887 0.0024 0.0031 0.0096
H -4.802041 4.536603 -3.368160 -0.0061 0.0013 -0.0008
H -2.114206 2.932743 -5.194210 0.0021 0.0040 -0.0120
H -1.064655 0.822062 -4.360066 0.0018 -0.0011 -0.0044
```
Forces are in eV/Å.

Properties
* lowest unoccupied orbital energy: -3.53 eV
* net charge: +1
* electronic energy: -72943.579 eV
* frontier orbital gap: 7.38 eV

No. 3
Density functional theory data (the ωB97M-V functional and the def2-TZVPD basis) for a structure of composition C9H18N2O3S.

XYZ file:
```
33
Properties=species:S:1:pos:R:3:forces:R:3
C 2.145862 -1.336661 0.068881 -0.1847 -1.9795 -0.8355
C 0.748817 -0.802048 0.793168 0.9870 -2.3867 2.9519
C 3.260975 -0.600969 0.767456 0.6204 -1.7750 -0.3594
C -1.517804 -0.360204 0.354773 -0.9127 1.8004 -0.1370
C -2.597495 -1.183788 -0.203122 -3.2068 -6.3800 4.8711
C -1.647244 1.013399 -0.231384 -2.1892 4.2645 -1.5250
C -3.188210 1.492126 0.297258 0.1052 -0.7992 -2.3487
C -0.546742 2.027374 0.183787 -2.9222 -0.0048 2.2048
C -0.719452 3.489659 -0.304361 -0.3437 1.4817 -0.7150
H 2.448261 -2.789810 -1.835044 -1.0690 4.9416 0.4301
H 1.093355 -0.585834 -1.758943 4.2258 -3.0930 -0.2205
H 2.336187 -2.493721 0.113752 -1.1664 2.1095 1.1503
H 4.099432 -1.506497 0.785110 -1.2182 3.2373 0.3152
H 2.751879 -0.398719 1.763316 1.5854 -0.0387 -0.8391
H 2.968330 0.005632 -1.666201 0.9093 0.4724 2.2597
H -0.331271 -1.113039 -1.062343 1.0259 0.0854 1.0624
H -1.625062 -0.517587 1.425359 0.2247 0.7999 0.1424
H -1.555205 1.022469 -1.442072 -0.7182 -0.5672 2.6690
H -3.041135 2.169029 1.323828 -0.8987 -2.1888 -2.7684
H -3.513865 0.287679 0.325870 -0.9622 4.1920 1.0500
H -4.027702 2.083525 -0.689229 2.9817 -1.7441 3.4222
H -0.371797 1.776207 1.294218 -0.1192 1.3207 -1.3340
H 0.312579 1.809047 -0.306416 2.8948 -1.3210 -1.1954
H -1.659118 4.144377 -0.114721 1.6688 -1.2866 0.6101
H -0.687082 3.585868 -1.411907 -0.2816 -0.9917 0.2133
H 0.257552 4.022565 -0.150561 -1.1277 -0.0962 0.7980
H -3.021373 -2.537751 -1.611903 1.6147 5.3283 0.3483
N 2.329205 -1.330056 -1.566410 -4.2349 -0.0991 1.2930
N -0.274141 -0.791274 -0.080815 1.2444 -1.5130 -0.0380
O 0.626993 -0.673544 2.116216 0.8099 -0.1275 -6.9331
O -3.299111 -1.942409 0.712178 3.4358 3.9048 -6.2110
O -2.561884 -1.366807 -1.525053 -2.3174 -5.4810 0.5741
S 3.463773 0.957164 -0.264813 -0.4610 -2.0656 -0.9054
```
Forces are in eV/Å.

Properties
* lowest unoccupied orbital energy: -1.16 eV
* net charge: 0
* electronic energy: -29569.865 eV
* frontier orbital gap: 7.45 eV

No. 4
Density functional theory data (the ωB97M-V functional and the def2-TZVPD basis) for a structure of composition C12H44B2In2O11.

XYZ file:
```
71
Properties=species:S:1:pos:R:3:forces:R:3
In 2.021312 3.638548 -0.634543 -1.6827 -1.3986 0.9557
In 1.159154 -0.623678 2.690962 -0.4642 -0.5099 -1.4103
B 2.875186 2.355010 2.148109 -2.3135 -0.5200 -0.0943
H 2.807251 1.515232 1.474015 -0.7160 -2.8322 -3.8305
H 3.593640 3.011300 1.681917 4.7514 2.1159 -2.2822
H 1.884305 2.744995 2.322223 -4.1146 0.7353 0.8991
H 3.224008 2.049770 3.122478 2.0391 0.6245 4.4409
B 0.418274 0.891735 0.078584 1.6827 -0.1634 -0.9270
H 1.270371 0.233147 0.012056 3.2530 -2.3409 -0.7510
H -0.303151 0.334511 0.655894 -3.5409 -2.0067 3.1130
H 0.703856 1.780935 0.618967 0.9297 3.9769 2.2782
H -0.051820 1.141683 -0.859914 -1.8500 0.5807 -3.6676
C -4.837096 0.678990 -1.183793 -1.5921 0.2436 1.2074
C -3.478758 0.513789 -0.646042 -1.9434 1.1975 -0.4235
O -2.658328 0.482921 -1.678406 2.5186 -0.9786 -1.8438
H -5.092679 0.158329 -2.106663 0.2169 -0.3977 0.2315
H -5.059123 1.725453 -1.392893 0.1273 0.3899 -0.0859
H -5.471463 0.422218 -0.335415 -0.7618 -0.1191 -0.4755
H -3.498350 -0.318511 0.057516 0.5671 -0.9452 0.4704
H -3.174256 1.374661 -0.050837 0.0662 0.3877 1.1240
H -1.753415 0.518707 -1.359904 0.8410 0.2449 -0.0925
C 3.697514 -3.122517 1.215718 -0.7181 0.4111 0.6460
C 2.738536 -4.114144 1.838896 -0.2957 -0.6435 0.0060
O 1.936849 -3.578382 2.922048 1.0313 1.0775 -0.4562
O 2.939590 -1.987292 0.758474 -0.5971 0.1703 0.4495
H 4.318150 -3.484513 0.396049 -0.2190 -0.4966 0.1740
H 4.354430 -2.815382 2.029492 0.3189 0.2433 -0.0429
H 3.350063 -4.926154 2.232319 -0.0581 -0.2251 0.0414
H 1.985502 -4.538278 1.174704 0.4674 -0.1532 -0.7215
H 1.609401 -4.360907 3.371537 -0.3951 -0.0325 0.4463
H 3.310665 -1.663332 -0.065508 0.1353 0.3272 -0.0157
C 0.586224 -3.321401 -1.937735 1.1557 -2.7358 -3.3499
C -0.423534 -2.569630 -1.158364 0.1237 -0.0045 0.3455
O 0.108174 -2.585506 0.137270 -0.9180 0.5640 0.7742
O 0.753430 -4.735006 -1.505826 -0.7323 2.3524 1.4061
H 1.575139 -2.865080 -1.893988 0.0818 0.4105 0.5275
H 0.407617 -3.394240 -3.010530 -0.6110 0.4050 -0.0227
H -1.403610 -3.046475 -1.171566 -0.3433 -0.6871 0.0433
H -0.691898 -1.562704 -1.478006 0.6083 0.3118 -0.1761
H 0.533217 -3.444841 0.087304 0.5585 -0.7094 1.1179
H 1.090500 -5.325394 -2.183632 -0.0174 0.1686 -0.4722
C -2.406600 -1.877694 2.447545 0.1385 1.3349 1.9327
C -2.794100 -0.560005 3.198278 -0.9308 0.1535 0.3451
O -1.957010 0.532441 2.962468 1.9499 -0.0095 -1.3179
O -1.260781 -2.439236 3.152554 0.1433 0.8907 -1.6840
H -2.203454 -1.575649 1.420116 0.6194 -0.5768 0.0369
H -3.234326 -2.583502 2.516782 -0.0669 0.0635 -0.1148
H -2.869141 -0.618284 4.284120 -0.2476 -0.8492 0.1488
H -3.755926 -0.176449 2.857868 -0.7538 -0.7674 -0.2779
H -2.332006 1.323049 3.357351 0.0176 0.1473 0.4831
H -1.569720 -2.668671 4.032060 -0.0992 -0.2603 0.4824
C -1.576139 3.807263 0.580588 0.7215 1.9292 1.1159
C -1.950150 4.072438 -0.890442 -0.9326 -0.1311 1.0017
O -0.860202 3.848247 -1.735893 0.9628 -0.5324 0.1618
O -0.343764 4.515123 0.950803 0.6720 -0.8095 -1.6031
H -1.451291 2.790405 0.952773 -0.0840 -0.4011 -0.8068
H -2.262318 4.282084 1.281863 -0.8901 -0.2006 -0.5450
H -2.413011 5.035237 -1.106936 0.4700 0.5549 0.6754
H -2.786278 3.427147 -1.159887 -0.0128 -0.6798 0.0380
H -1.196873 3.948192 -2.629349 0.3195 0.1585 -0.3861
H -0.422215 4.960662 1.797532 -0.0505 0.1433 0.1304
C 2.143836 1.699644 -4.014578 -0.6292 0.4145 -1.3701
C 2.376976 0.511500 -3.099552 -2.5569 -0.2545 -2.9126
O 2.919077 0.997987 -1.978910 2.0640 0.1552 3.1346
O 1.181624 2.656249 -3.498265 0.5702 -0.9685 0.6461
H 1.836262 1.267650 -4.966890 -0.5304 0.2176 -0.1662
H 3.007337 2.319006 -4.257155 0.6102 -0.6062 0.3561
H 2.910428 -0.281081 -3.624294 0.9007 0.3811 -0.0283
H 1.458173 -0.031817 -2.878876 -0.6870 0.5394 0.1505
H 3.820638 0.687426 -2.089980 0.8909 0.6536 0.9111
H 0.636077 2.942072 -4.234660 -0.1687 0.2708 -0.0941
```
Forces are in eV/Å.

Properties
* lowest unoccupied orbital energy: -17.86 eV
* net charge: +4
* electronic energy: -47317.654 eV
* frontier orbital gap: 2.63 eV